Entry from the OMol25 dataset: a 9-piece molecular cluster, H19O9 overall in a non-equilibrium geometry (the ωB97M-V functional and the def2-TZVPD basis).

## Properties
Energy relative to the best compared isomer or geometry (same formula, charge and spin) = 205.47 kJ/mol
Total energy = -18729.555 eV
HOMO level = -0.528 hartree

Structure (ORCA input):
```
! wB97M-V def2-TZVPD RIJCOSX def2/J DEFGRID3
* xyz 1 1
O -0.231 0.295 -1.714
H 0.401 1.714 -0.649
H -1.368 -1.661 3.410
O -2.362 1.423 -3.070
H 2.069 -1.904 0.959
O -3.653 -1.029 0.076
H 2.738 0.991 -0.088
H -4.275 -0.593 -0.507
O 2.426 0.846 0.827
H -3.445 -0.599 0.904
H 1.467 1.133 0.823
O 2.594 -1.524 1.696
H -0.299 -3.337 0.326
H 2.056 -1.620 2.497
O 0.517 -3.100 0.791
H 2.653 -0.211 1.280
H -2.666 0.730 -3.667
O 2.555 2.752 -1.068
H -1.065 0.349 -1.236
H 2.544 3.313 -0.286
O 0.020 1.741 0.271
H 0.441 -3.753 1.502
H 2.579 3.261 -1.885
O -0.879 -2.251 2.816
H -0.580 2.498 0.192
H -2.417 2.256 -3.556
H -0.440 0.310 -2.660
H -1.379 -2.030 2.013
*
```